Record 1
{
  "formula": "C17H24FN3O4S",
  "method": "ωB97M-V/def2-TZVPD",
  "homo_ha": -0.3383,
  "smiles": "O=C(NCc1ccc(F)cc1)C1CCN(S(=O)(=O)N2CCOCC2)CC1",
  "e_above_lowest_kj_mol": 0.00,
  "elements": ["O", "C", "N", "C", "C", "C", "C", "C", "F", "C", "C", "C", "C", "C", "N", "S", "O", "O", "N", "C", "C", "O", "C", "C", "C", "C", "H", "H", "H", "H", "H", "H", "H", "H", "H", "H", "H", "H", "H", "H", "H", "H", "H", "H", "H", "H", "H", "H", "H", "H"],
  "positions_angstrom": [[1.540, -1.861, 1.862], [1.335, -1.742, 0.674], [2.319, -1.872, -0.247], [3.718, -1.963, 0.126], [4.387, -0.618, 0.002], [5.267, -0.344, -1.036], [5.836, 0.911, -1.166], [5.503, 1.889, -0.247], [6.049, 3.115, -0.372], [4.625, 1.646, 0.795], [4.072, 0.385, 0.913], [-0.040, -1.478, 0.058], [-1.152, -1.571, 1.109], [-1.072, -0.410, 2.103], [-1.028, 0.879, 1.451], [-2.456, 1.643, 1.162], [-3.245, 1.530, 2.346], [-2.137, 2.937, 0.644], [-3.221, 0.755, -0.077], [-4.434, 0.077, 0.338], [-4.866, -0.866, -0.788], [-5.071, -0.166, -1.991], [-3.912, 0.529, -2.382], [-3.457, 1.507, -1.296], [0.003, 1.006, 0.451], [-0.091, -0.094, -0.607], [2.117, -1.700, -1.219], [3.735, -2.302, 1.165], [4.210, -2.705, -0.508], [5.519, -1.117, -1.747], [6.527, 1.137, -1.963], [4.390, 2.432, 1.494], [3.393, 0.167, 1.723], [-0.205, -2.249, -0.706], [-1.059, -2.508, 1.659], [-2.116, -1.552, 0.600], [-1.939, -0.396, 2.762], [-0.166, -0.516, 2.706], [-4.227, -0.473, 1.254], [-5.235, 0.801, 0.539], [-5.817, -1.343, -0.546], [-4.095, -1.639, -0.934], [-4.170, 1.064, -3.297], [-3.102, -0.188, -2.592], [-2.532, 2.007, -1.577], [-4.233, 2.268, -1.140], [-0.115, 1.994, 0.006], [0.973, 0.957, 0.957], [0.718, 0.032, -1.330], [-1.042, 0.004, -1.133]],
  "forces_ev_per_angstrom": [[0.07, 0.04, 0.57], [-0.37, -0.19, -0.68], [0.26, -0.14, -0.27], [0.02, 0.06, 0.12], [0.07, -0.16, -0.04], [-0.10, -0.02, 0.19], [0.04, 0.31, 0.07], [-0.02, -0.17, -0.07], [-0.03, -0.06, 0.02], [0.10, 0.13, -0.09], [0.10, -0.01, -0.09], [-0.23, -0.03, 0.09], [0.29, -0.01, 0.11], [-0.26, -0.53, 0.38], [-0.73, 0.69, 0.11], [0.34, -0.16, 0.01], [-0.13, -0.31, -0.01], [0.04, -0.05, -0.31], [0.36, 0.56, 0.71], [-0.41, -0.41, 0.04], [0.11, 0.03, 0.35], [-0.21, 0.03, -0.09], [0.26, 0.25, 0.11], [-0.04, 0.13, -0.57], [0.22, 0.20, -0.62], [0.14, 0.03, 0.09], [-0.12, 0.02, 0.10], [0.06, -0.06, -0.18], [0.00, 0.04, 0.10], [0.03, -0.09, -0.07], [0.07, 0.06, -0.07], [0.00, 0.10, 0.07], [-0.10, -0.03, 0.12], [0.05, 0.07, 0.06], [-0.06, -0.01, 0.00], [0.00, -0.08, -0.02], [0.12, -0.17, 0.11], [-0.17, 0.07, -0.04], [-0.18, -0.11, -0.03], [0.01, -0.10, 0.03], [0.10, -0.01, 0.06], [-0.07, 0.02, 0.04], [0.11, -0.01, 0.05], [-0.03, 0.07, -0.02], [-0.09, 0.03, -0.19], [0.07, 0.00, -0.07], [0.29, -0.06, -0.04], [-0.04, 0.08, 0.01], [-0.03, 0.03, -0.04], [0.07, -0.04, -0.08]]
}


Record 2
{
  "formula": "C10H14N2O",
  "method": "ωB97M-V/def2-TZVPD",
  "homo_ha": -0.2809,
  "e_above_lowest_kj_mol": 221.06,
  "elements": ["C", "N", "C", "C", "H", "H", "H", "H", "H", "H", "H", "H", "H", "C", "C", "C", "C", "N", "C", "O", "C", "C", "H", "H", "H", "H", "H"],
  "positions_angstrom": [[-0.597, -1.231, 0.834], [0.214, 0.003, 0.912], [-0.225, 0.833, -0.279], [-0.261, 0.716, 2.124], [-0.389, -1.858, 1.697], [-1.688, -1.045, 0.839], [-0.420, -1.765, -0.105], [0.195, 1.836, -0.227], [0.072, 0.336, -1.199], [-1.331, 0.966, -0.355], [0.089, 1.751, 2.124], [-1.356, 0.753, 2.197], [0.088, 0.169, 3.004], [6.824, 0.380, 2.140], [6.275, 1.613, 1.742], [4.906, 1.675, 1.442], [4.117, 0.480, 1.557], [2.745, 0.507, 1.331], [1.866, -0.341, 1.700], [1.731, -1.314, 2.407], [4.720, -0.726, 1.991], [6.071, -0.793, 2.290], [7.874, 0.247, 2.354], [6.905, 2.514, 1.667], [4.377, 2.602, 1.157], [3.998, -1.548, 2.105], [6.391, -1.800, 2.616]],
  "forces_ev_per_angstrom": [[-0.30, -0.77, -0.12], [-2.34, 0.80, 0.19], [0.43, 0.02, 0.02], [-0.65, 0.45, 0.62], [0.24, -0.09, -0.16], [0.51, 0.46, 0.10], [0.40, 0.04, 0.26], [0.32, -0.16, 0.02], [0.29, 0.03, 0.06], [0.68, -0.39, 0.63], [0.27, -0.26, 0.03], [0.08, -0.09, -0.35], [-0.06, 0.31, -0.12], [0.43, -0.61, 0.22], [-0.44, -0.55, -0.04], [-0.79, -0.91, 0.10], [1.12, -0.03, 1.05], [-2.68, 0.36, -0.99], [3.63, -0.49, -0.23], [-0.77, 0.67, -0.68], [-1.11, 0.68, -0.31], [-1.08, 0.03, -0.37], [0.24, 0.54, 0.00], [-0.36, -0.61, 0.05], [0.53, -0.57, 0.15], [0.84, 0.11, 0.04], [0.59, 1.03, -0.15]]
}


Record 3
{
  "formula": "C28H33MnN4PS",
  "method": "ωB97M-V/def2-TZVPD",
  "homo_ha": [-0.5262, -0.5275],
  "multiplicity": 4,
  "charge": 2,
  "s_squared": 4.1814,
  "elements": ["Mn", "N", "C", "C", "N", "H", "H", "H", "H", "H", "H", "H", "H", "C", "C", "C", "C", "C", "C", "C", "P", "C", "C", "C", "C", "C", "C", "C", "C", "C", "C", "C", "C", "C", "C", "H", "H", "H", "H", "H", "H", "H", "H", "H", "H", "H", "H", "H", "H", "H", "H", "H", "H", "H", "H", "C", "C", "C", "C", "N", "C", "S", "N", "H", "H", "H", "H", "H"],
  "positions_angstrom": [[0.241, 0.903, -0.627], [1.978, 0.067, -1.532], [2.822, -0.443, -0.427], [1.941, -1.306, 0.454], [0.771, -0.498, 0.889], [1.756, -0.689, -2.187], [2.460, 0.782, -2.082], [3.184, 0.429, 0.129], [3.693, -0.990, -0.793], [2.488, -1.691, 1.318], [1.568, -2.168, -0.103], [0.962, -0.034, 1.784], [-0.035, -1.107, 1.070], [-3.688, 2.357, -2.086], [-3.303, 3.416, -1.093], [-3.777, 4.703, -1.338], [-3.479, 5.767, -0.508], [-2.685, 5.572, 0.615], [-2.213, 4.306, 0.894], [-2.522, 3.219, 0.057], [-1.808, 1.635, 0.503], [-1.377, 1.732, 2.282], [-0.032, 1.960, 2.587], [0.428, 2.056, 3.888], [-0.479, 1.931, 4.928], [-1.821, 1.784, 4.640], [-2.307, 1.721, 3.334], [-3.794, 1.742, 3.169], [-2.864, 0.233, 0.091], [-4.226, 0.144, 0.390], [-4.927, -1.013, 0.108], [-4.276, -2.095, -0.474], [-2.954, -1.983, -0.860], [-2.252, -0.799, -0.628], [-0.957, -0.598, -1.347], [-3.524, 2.734, -3.094], [-4.749, 2.123, -1.988], [-3.135, 1.423, -1.988], [-4.389, 4.867, -2.213], [-3.868, 6.747, -0.737], [-2.450, 6.394, 1.273], [-1.609, 4.159, 1.778], [0.683, 2.100, 1.781], [1.474, 2.240, 4.087], [-0.151, 1.995, 5.954], [-2.534, 1.756, 5.450], [-4.243, 2.193, 4.050], [-4.207, 0.740, 3.063], [-4.095, 2.343, 2.313], [-4.749, 0.979, 0.822], [-5.976, -1.073, 0.342], [-4.817, -3.008, -0.673], [-2.480, -2.791, -1.395], [-1.129, -0.274, -2.381], [-0.326, -1.494, -1.360], [0.906, 6.996, -0.862], [1.060, 5.528, -0.675], [1.887, 4.998, 0.332], [1.949, 3.636, 0.457], [1.284, 2.828, -0.384], [0.541, 3.434, -1.328], [-0.322, 2.280, -2.337], [0.372, 4.729, -1.485], [1.853, 7.421, -1.191], [0.649, 7.478, 0.080], [0.145, 7.201, -1.608], [2.439, 5.640, 0.996], [2.540, 3.160, 1.230]],
  "forces_ev_per_angstrom": [[0.12, -0.11, -0.01], [-0.02, -0.04, -0.38], [0.12, 0.12, 0.04], [0.14, -0.15, 0.12], [-0.23, 0.16, 0.39], [0.08, 0.25, 0.16], [-0.07, -0.16, 0.16], [-0.01, -0.15, -0.03], [-0.07, -0.02, 0.05], [-0.03, 0.06, -0.14], [0.05, 0.03, -0.01], [-0.05, -0.17, -0.28], [0.25, 0.20, 0.01], [0.09, -0.17, -0.07], [-0.02, 0.04, -0.04], [0.05, 0.04, 0.03], [0.03, -0.06, 0.03], [-0.02, -0.11, -0.06], [0.01, 0.01, 0.00], [0.02, 0.04, 0.08], [0.14, 0.03, 0.03], [-0.18, 0.10, -0.03], [0.33, -0.12, -0.20], [-0.04, 0.00, -0.03], [0.03, 0.02, -0.05], [0.07, 0.02, -0.06], [0.04, 0.04, 0.08], [-0.11, -0.03, -0.08], [-0.13, -0.11, -0.02], [0.11, -0.06, 0.06], [0.14, 0.01, -0.04], [-0.01, 0.05, 0.00], [-0.07, 0.20, 0.12], [0.04, -0.07, -0.07], [0.12, 0.11, -0.09], [-0.04, 0.01, -0.03], [-0.06, -0.04, -0.01], [-0.06, 0.18, -0.04], [-0.05, 0.01, -0.07], [-0.03, 0.10, -0.01], [0.02, 0.07, 0.06], [0.02, -0.04, 0.05], [-0.22, -0.12, 0.19], [0.04, 0.01, 0.00], [0.04, -0.02, 0.10], [-0.09, -0.01, 0.11], [-0.06, -0.03, 0.01], [-0.03, -0.07, -0.03], [-0.01, 0.01, -0.07], [-0.04, 0.12, 0.12], [-0.15, -0.02, 0.05], [-0.05, -0.08, -0.01], [0.09, -0.11, -0.09], [-0.02, -0.13, 0.14], [-0.12, 0.08, -0.01], [-0.04, -0.03, 0.01], [0.03, 0.16, 0.16], [-0.05, -0.13, -0.08], [0.17, 0.22, 0.05], [-0.35, -0.22, -0.04], [-0.27, -0.18, -0.16], [0.10, 0.16, 0.04], [0.14, -0.11, -0.21], [0.08, 0.06, -0.04], [-0.01, 0.03, 0.04], [-0.01, 0.01, 0.00], [0.08, 0.09, 0.07], [0.03, 0.03, 0.02]]
}